No. 1
Formula: C18H27AsN3O2RuS4Si2
Source: the OMol25 dataset
Level of theory: ωB97M-V with the def2-TZVPD basis set

```
! RIJCOSX wB97M-V def2-TZVPD def2/J DEFGRID3
* xyz -2 2
Ru 0.502 0.241 1.741
S 2.746 0.085 1.842
C 3.310 0.771 0.333
C 4.654 0.652 -0.039
C 5.125 1.224 -1.205
C 4.245 1.930 -2.030
C 2.915 2.048 -1.676
C 2.423 1.475 -0.494
S 0.752 1.671 -0.041
H 5.323 0.098 0.610
H 6.169 1.118 -1.480
H 4.601 2.378 -2.951
H 2.223 2.588 -2.313
N -2.669 -0.581 3.067
C -2.609 0.556 2.332
O -1.568 0.858 1.689
C -3.779 1.371 2.258
C -4.942 1.002 2.964
N -5.873 0.654 3.560
C -3.794 2.563 1.499
N -3.856 3.543 0.889
H -1.787 -1.037 3.271
H -3.431 -0.709 3.712
C -0.986 2.506 4.806
O -0.319 1.408 4.191
C -0.024 0.311 4.909
S -0.245 0.225 6.556
S 0.545 -0.942 3.894
H -1.179 3.204 3.995
H -0.357 2.954 5.574
H -1.920 2.175 5.259
C 1.786 -3.932 2.098
Si 0.144 -3.564 1.258
C -1.215 -3.791 2.544
C -0.141 -4.929 -0.026
As 0.401 -1.547 0.095
Si -1.685 -1.397 -0.985
C -2.157 0.362 -1.407
C -3.156 -2.225 -0.148
C -1.449 -2.302 -2.634
H 1.753 -4.902 2.604
H 2.025 -3.165 2.837
H 2.594 -3.946 1.363
H -1.290 -4.855 2.796
H -2.187 -3.454 2.183
H -0.981 -3.243 3.457
H -0.034 -5.912 0.444
H 0.579 -4.858 -0.845
H -1.145 -4.870 -0.453
H -2.335 0.956 -0.510
H -3.069 0.358 -2.014
H -1.359 0.852 -1.968
H -3.335 -1.824 0.850
H -3.006 -3.304 -0.058
H -4.054 -2.058 -0.752
H -0.672 -1.809 -3.221
H -2.379 -2.290 -3.212
H -1.149 -3.342 -2.492
*
```

## Properties
Energy relative to the best compared isomer or geometry (same formula, charge and spin), kJ/mol: 0.0
E_tot, eV: -150193.2850

Results of the Löwdin charge analysis, in e, for atoms 1 through 4:
1. Ru 0.278
2. S 0.504
3. C -0.704
4. C -0.152

---

No. 2
Formula: C32H22ClIrN3O2S3
Source: the OMol25 dataset
Level of theory: ωB97M-V with the def2-TZVPD basis set

```
! RIJCOSX wB97M-V def2-TZVPD def2/J DEFGRID3
* xyz -1 5
Ir -0.596 0.543 1.520
Cl -4.065 4.132 -3.797
C -3.431 3.442 -2.319
C -4.191 3.517 -1.158
C -3.656 2.973 0.009
C -2.407 2.374 0.040
O -2.007 1.872 1.220
C -1.627 2.293 -1.158
C -0.361 1.698 -1.237
O 0.312 1.131 -0.266
C -2.195 2.847 -2.337
H -5.166 3.982 -1.168
H -4.218 3.001 0.934
H 0.129 1.681 -2.213
H -1.635 2.797 -3.262
S -2.621 -1.177 1.373
C -2.869 -0.942 -0.339
C -3.957 -0.348 -0.957
C -3.951 -0.198 -2.340
C -5.102 0.364 -2.989
N -6.046 0.771 -3.503
C -2.840 -0.620 -3.088
C -1.748 -1.214 -2.462
C -1.774 -1.396 -1.088
S -0.548 -2.098 -0.076
C -2.808 -0.450 -4.514
N -2.748 -0.318 -5.654
H -4.799 0.007 -0.380
H -0.896 -1.528 -3.049
C 3.061 -0.485 -2.426
C 4.132 -1.205 -1.606
C 4.314 -2.615 -2.184
C 5.450 -0.429 -1.731
C 3.740 -1.306 -0.134
C 4.593 -1.964 0.773
C 4.284 -2.098 2.111
C 3.080 -1.562 2.560
S 2.393 -1.567 4.159
C 1.017 -0.713 3.558
N 1.061 -0.444 2.270
C 2.229 -0.910 1.675
C 2.555 -0.770 0.329
C -0.141 -0.273 4.294
C -0.329 -0.446 5.669
C -1.477 0.043 6.251
C -2.425 0.699 5.457
C -2.237 0.862 4.098
C -1.082 0.375 3.469
H 3.369 -0.447 -3.473
H 2.906 0.539 -2.081
H 2.101 -1.001 -2.373
H 4.583 -2.554 -3.241
H 3.390 -3.188 -2.097
H 5.104 -3.165 -1.670
H 5.741 -0.347 -2.781
H 6.261 -0.925 -1.195
H 5.344 0.579 -1.325
H 5.525 -2.385 0.418
H 4.956 -2.609 2.787
H 1.856 -0.243 -0.301
H 0.418 -0.954 6.269
H -1.645 -0.078 7.313
H -3.327 1.083 5.920
H -2.980 1.368 3.495
*
```

## Properties
Energy relative to the best compared isomer or geometry (same formula, charge and spin), kJ/mol: 50.9
E_tot, eV: -89974.9188

Results of the Löwdin charge analysis, in e, for atoms 1 through 4:
1. Ir 1.325
2. Cl 0.611
3. C -0.697
4. C -0.135

---

No. 3
Formula: C41H37F6N6O7PbS4
Source: the OMol25 dataset
Level of theory: ωB97M-V with the def2-TZVPD basis set

```
! RIJCOSX wB97M-V def2-TZVPD def2/J DEFGRID3
* xyz 3 1
Pb 0.346 -0.718 -1.328
C 3.726 11.037 6.167
O 2.909 10.847 4.981
C 2.680 9.662 4.498
C 1.864 9.620 3.328
C 1.587 8.432 2.740
C 2.102 7.217 3.285
C 2.897 7.270 4.464
C 3.189 8.454 5.066
C 1.806 5.999 2.622
N 1.080 5.910 1.501
C 1.043 4.605 1.200
C 1.749 3.852 2.132
N 2.230 4.747 3.028
C 1.883 2.424 2.048
C 2.584 1.636 2.968
C 2.666 0.282 2.768
C 2.029 -0.258 1.652
N 1.341 0.467 0.783
C 1.266 1.799 0.953
C 0.530 2.585 -0.054
N -0.012 1.919 -1.090
C -0.686 2.602 -2.002
C -0.878 3.983 -1.942
C -0.324 4.674 -0.893
C 0.403 3.970 0.071
H 3.735 12.109 6.326
H 4.731 10.669 5.974
H 3.263 10.528 7.009
H 1.486 10.556 2.940
H 0.976 8.380 1.851
H 3.285 6.362 4.906
H 3.793 8.481 5.958
H 2.782 4.542 3.844
H 3.061 2.085 3.830
H 3.204 -0.359 3.450
H 2.071 -1.321 1.453
H -1.082 2.031 -2.833
H -1.445 4.485 -2.711
H -0.434 5.745 -0.799
F 1.977 -5.722 -4.313
C 1.672 -5.200 -3.146
F 2.446 -5.707 -2.199
F 0.398 -5.448 -2.859
S 1.962 -3.381 -3.183
O 1.654 -2.942 -1.822
O 3.291 -3.124 -3.651
N 0.813 -2.996 -4.221
S 0.782 -1.575 -4.871
O 1.063 -0.517 -3.903
O -0.432 -1.443 -5.639
C 2.157 -1.445 -6.134
F 2.453 -2.650 -6.582
F 3.221 -0.889 -5.575
F 1.724 -0.681 -7.124
O -0.282 -2.449 0.364
S 0.037 -3.928 0.626
C 0.796 -3.991 2.260
C -0.051 -3.491 3.392
C -0.520 -4.396 4.339
C -1.338 -3.974 5.377
C -1.708 -2.641 5.466
C -1.240 -1.731 4.527
C -0.411 -2.151 3.498
C -1.526 -4.705 1.036
C -2.271 -5.161 -0.191
C -1.891 -6.317 -0.863
C -2.627 -6.785 -1.939
C -3.773 -6.113 -2.339
C -4.160 -4.957 -1.675
C -3.398 -4.466 -0.619
H 1.720 -3.423 2.132
H 1.062 -5.041 2.388
H -0.230 -5.438 4.277
H -1.679 -4.685 6.116
H -2.356 -2.312 6.266
H -1.526 -0.690 4.596
H -0.056 -1.439 2.762
H -2.082 -3.961 1.607
H -1.278 -5.543 1.689
H -1.024 -6.874 -0.528
H -2.327 -7.693 -2.442
H -4.378 -6.516 -3.140
H -5.093 -4.472 -1.938
H -3.709 -3.577 -0.084
O -2.004 -1.735 -3.111
S -2.889 -1.614 -4.292
C -4.600 -1.352 -3.787
C -5.375 -2.042 -4.901
C -4.644 -3.337 -5.330
C -3.125 -3.196 -5.160
H -4.799 -0.288 -3.684
H -4.648 -1.848 -2.819
H -5.469 -1.372 -5.756
H -6.382 -2.260 -4.549
H -4.868 -3.535 -6.374
H -4.987 -4.186 -4.744
H -2.561 -3.157 -6.085
H -2.646 -3.904 -4.482
N 3.963 -0.252 -2.256
C 2.911 -0.258 -1.787
H 4.824 -0.331 -2.764
*
```

## Properties
Energy relative to the best compared isomer or geometry (same formula, charge and spin), kJ/mol: 61.0
E_tot, eV: -131258.8712

Results of the Löwdin charge analysis, in e, for atoms 1 through 4:
1. Pb 1.515
2. C 0.025
3. O 0.022
4. C -0.218

---

No. 4
Formula: C2H4AgBr2FPt
Source: the OMol25 dataset
Level of theory: ωB97M-V with the def2-TZVPD basis set

```
! RIJCOSX wB97M-V def2-TZVPD def2/J DEFGRID3
* xyz 2 3
Ag 21.990 -23.444 -18.136
Pt 19.952 -24.668 -15.922
F 21.191 -25.315 -17.262
Br 22.232 -28.107 -22.213
C 21.022 -26.608 -21.963
C 20.374 -26.869 -20.641
Br 19.893 -28.780 -20.753
H 20.295 -26.693 -22.765
H 21.520 -25.643 -21.913
H 19.539 -26.223 -20.386
H 21.121 -26.866 -19.849
*
```

## Properties
Energy relative to the best compared isomer or geometry (same formula, charge and spin), kJ/mol: 0.0
E_tot, eV: -152163.9668

Results of the Löwdin charge analysis, in e, for atoms 1 through 4:
1. Ag 0.863
2. Pt 0.812
3. F -0.669
4. Br 0.939

---

No. 5
Formula: CH10N3O2
Source: the OMol25 dataset
Level of theory: ωB97M-V with the def2-TZVPD basis set

```
! RIJCOSX wB97M-V def2-TZVPD def2/J DEFGRID3
* xyz 1 1
N -0.563 -1.788 0.751
C 0.453 -1.143 0.212
N 0.891 0.127 0.568
N 1.008 -1.411 -1.007
H -0.584 -1.742 1.712
H -0.958 -2.569 0.280
H 0.989 0.791 -0.177
H 0.443 0.568 1.442
H 0.564 -1.313 -1.854
H 1.969 -1.260 -0.940
H 0.248 1.598 -3.313
H -0.143 2.482 -2.036
O -0.081 1.565 -2.389
H -1.012 1.880 2.732
H -2.028 1.175 1.768
O -1.195 1.040 2.250
*
```

## Properties
Energy relative to the best compared isomer or geometry (same formula, charge and spin), kJ/mol: 200.9
E_tot, eV: -9758.1359

Results of the Löwdin charge analysis, in e, for atoms 1 through 4:
1. N 0.259
2. C -0.375
3. N 0.169
4. N 0.177

---

No. 6
Formula: C2H6BrClN2
Source: the OMol25 dataset
Level of theory: ωB97M-V with the def2-TZVPD basis set

```
! RIJCOSX wB97M-V def2-TZVPD def2/J DEFGRID3
* xyz 0 1
C 0.509 -1.699 1.025
N 0.950 -0.945 0.140
N 1.165 0.356 0.227
C 1.006 1.008 -1.022
Cl 0.392 1.171 1.577
H 0.625 -2.728 0.840
H -0.048 -1.330 1.923
H -0.028 0.986 -1.272
H 1.338 2.070 -0.899
H 1.465 0.387 -1.849
Br -4.229 -0.104 -0.133
H -3.145 0.827 -0.557
*
```

## Properties
Structure (SMILES): C=NN(C)Cl.Br
Energy relative to the best compared isomer or geometry (same formula, charge and spin), kJ/mol: 0.0
E_tot, eV: -87713.6857

Results of the Löwdin charge analysis, in e, for atoms 1 through 4:
1. C -0.073
2. N -0.105
3. N -0.601
4. C -0.164

---

No. 7
Formula: C2HHgO4
Source: the OMol25 dataset
Level of theory: ωB97M-V with the def2-TZVPD basis set

```
! RIJCOSX wB97M-V def2-TZVPD def2/J DEFGRID3
* xyz 0 2
O -0.836 -1.498 1.003
O 0.352 1.409 -1.328
O 0.404 -1.377 0.323
O -0.781 1.663 -0.507
C 1.069 0.496 -0.906
C 0.841 -0.167 0.307
H 1.317 0.223 1.216
Hg -2.368 -0.749 -0.108
*
```

## Properties
Energy relative to the best compared isomer or geometry (same formula, charge and spin), kJ/mol: 1019.8
E_tot, eV: -14442.8490

Results of the Löwdin charge analysis, in e, for atoms 1 through 4:
1. O -0.441
2. O -0.076
3. O -0.178
4. O -0.288

---

No. 8
Formula: C2H11N2
Source: the OMol25 dataset
Level of theory: ωB97M-V with the def2-TZVPD basis set

```
! RIJCOSX wB97M-V def2-TZVPD def2/J DEFGRID3
* xyz 1 1
N 0.973 -2.356 0.560
H 1.956 -2.458 0.318
H 0.112 -0.439 0.194
H 0.977 -2.312 1.578
H 0.425 -3.132 0.326
C -1.641 0.718 -0.560
N -0.331 0.551 0.269
C 0.820 1.428 -0.289
H -1.406 0.713 -1.594
H -2.139 1.641 -0.107
H -2.160 -0.159 -0.420
H -0.559 0.864 1.193
H 1.071 0.942 -1.251
H 0.328 2.403 -0.608
H 1.573 1.597 0.390
*
```

## Properties
Energy relative to the best compared isomer or geometry (same formula, charge and spin), kJ/mol: 104.5
E_tot, eV: -5225.8626

Results of the Löwdin charge analysis, in e, for atoms 1 through 4:
1. N 0.037
2. H 0.046
3. H 0.131
4. H 0.042